1.
2 unconnected molecules or ions with the total composition C9H16OS2 in a non-equilibrium geometry. Source: the OMol25 dataset; level of theory: ωB97M-V/def2-TZVPD.

CARTESIAN COORDINATES (ANGSTROEM)
C -0.206 -1.798 -1.510
C -0.987 -0.873 -0.951
C 0.749 3.194 -4.307
C 1.529 2.091 -3.779
C -0.036 2.491 -1.831
C 0.009 -1.994 1.606
C 1.259 0.072 0.969
C -0.708 0.116 2.522
C -0.141 -0.530 1.217
O -1.091 -0.257 0.235
S -0.509 3.711 -3.031
S 1.178 1.419 -2.300
H 0.782 -2.300 -1.194
H -0.352 -1.946 -2.495
H 1.280 4.070 -4.655
H 0.240 2.774 -5.114
H 2.356 1.602 -4.431
H -1.873 -0.690 -1.538
H -0.494 2.638 -0.909
H 0.649 -1.914 2.526
H -0.948 -2.367 1.848
H 0.360 -2.653 0.786
H 1.598 0.790 1.694
H 1.173 0.611 0.021
H 1.935 -0.753 0.995
H -1.060 1.141 2.367
H -1.492 -0.469 3.035
H -0.048 0.285 3.264

Properties
Energy above the lowest of the compared OMol25 structures with the same formula, charge and spin (kJ/mol): 462.13

The computed Löwdin charges, all in e, follow: number 1, C, carries 0.001; number 2, C, carries -0.250; number 3, C, carries -0.521; number 4, C, carries -0.561; number 5, C, carries -0.784; number 6, C, carries -0.041; number 7, C, carries -0.006; number 8, C, carries -0.030; number 9, C, carries -0.593; number 10, O, carries -0.037; number 11, S, carries 0.824; number 12, S, carries 0.934; number 13, H, carries 0.096; number 14, H, carries 0.006; number 15, H, carries 0.066; number 16, H, carries 0.040; number 17, H, carries 0.098; number 18, H, carries 0.122; number 19, H, carries -0.013; number 20, H, carries 0.117; number 21, H, carries 0.071; number 22, H, carries 0.072; number 23, H, carries 0.080; number 24, H, carries 0.013; number 25, H, carries 0.074; number 26, H, carries 0.094; number 27, H, carries 0.096; number 28, H, carries 0.032



2.
2 unconnected molecules or ions with the total composition C4H3FI2N2 in a non-equilibrium geometry. Source: the OMol25 dataset; level of theory: ωB97M-V/def2-TZVPD.

CARTESIAN COORDINATES (ANGSTROEM)
C -1.207 0.976 0.446
C -0.024 0.023 -1.165
C -0.936 1.099 -0.898
C 0.933 -1.610 0.351
N -0.534 0.005 1.001
N 0.237 -0.555 0.056
F 1.695 -2.272 -0.478
I -1.862 2.356 -2.212
I 0.897 -2.357 2.246
H -1.647 1.768 0.977
H 0.479 -0.227 -2.131
H 1.968 0.793 1.808

Properties
Energy above the lowest of the compared OMol25 structures with the same formula, charge and spin (kJ/mol): 426.86

The computed Löwdin charges, all in e, follow: number 1, C, carries -0.237; number 2, C, carries -0.072; number 3, C, carries -0.794; number 4, C, carries -0.875; number 5, N, carries 0.006; number 6, N, carries -0.205; number 7, F, carries 0.031; number 8, I, carries 0.877; number 9, I, carries 0.942; number 10, H, carries 0.096; number 11, H, carries 0.135; number 12, H, carries 0.096



3.
A gas-phase ion, C3H3N2O3S (charge -1) in a non-equilibrium geometry. Source: the OMol25 dataset; level of theory: ωB97M-V/def2-TZVPD.

CARTESIAN COORDINATES (ANGSTROEM)
C 1.621 0.150 0.645
C 0.310 0.573 0.748
C 1.544 -0.858 -0.354
N -0.471 0.039 -0.209
N 0.325 -0.905 -0.857
O -3.248 0.429 -1.105
O -2.568 1.143 1.104
O -0.044 -1.669 -1.776
S -2.250 1.110 -0.302
H 2.517 0.427 1.306
H 0.036 1.243 1.523
H 2.228 -1.682 -0.724

Properties
Energy above the lowest of the compared OMol25 structures with the same formula, charge and spin (kJ/mol): 278.28
Charge: -1

The computed Löwdin charges, all in e, follow: number 1, C, carries -0.117; number 2, C, carries -0.244; number 3, C, carries -0.127; number 4, N, carries -0.086; number 5, N, carries -0.344; number 6, O, carries -0.490; number 7, O, carries -0.489; number 8, O, carries -0.145; number 9, S, carries 0.731; number 10, H, carries 0.099; number 11, H, carries 0.081; number 12, H, carries 0.130



4.
A single C6H6N2O molecule in a non-equilibrium geometry. Source: the OMol25 dataset; level of theory: ωB97M-V/def2-TZVPD.

CARTESIAN COORDINATES (ANGSTROEM)
C 0.969 -0.017 1.443
C -0.483 0.454 1.335
C -0.855 -0.018 -0.055
C -1.150 0.316 -2.247
C 0.017 -0.288 -2.101
C 0.201 -0.379 -0.749
H 0.948 0.191 3.103
H -0.956 -0.316 2.021
H -0.650 1.553 1.715
H -2.033 0.392 -2.964
H 0.554 -0.663 -3.006
H 2.065 -1.325 -0.041
N 1.700 -0.277 2.463
N 1.315 -0.355 0.095
O -1.643 0.730 -1.010

Properties
Energy above the lowest of the compared OMol25 structures with the same formula, charge and spin (kJ/mol): 324.17

The computed Löwdin charges, all in e, follow: number 1, C, carries -0.466; number 2, C, carries -0.038; number 3, C, carries -0.170; number 4, C, carries -0.097; number 5, C, carries -0.028; number 6, C, carries -0.322; number 7, H, carries 0.081; number 8, H, carries 0.134; number 9, H, carries 0.167; number 10, H, carries 0.158; number 11, H, carries 0.135; number 12, H, carries 0.255; number 13, N, carries 0.108; number 14, N, carries 0.085; number 15, O, carries -0.003



5.
A molecular structure, C26H31CaFN6O8 in a non-equilibrium geometry. Source: the OMol25 dataset; level of theory: ωB97M-V/def2-TZVPD.

CARTESIAN COORDINATES (ANGSTROEM)
Ca 0.000 -0.230 0.100
O 0.368 2.365 0.919
C 1.178 3.026 -0.011
C 2.216 2.097 -0.651
N 1.620 0.896 -1.205
C 0.818 1.179 -2.388
C -0.602 1.686 -2.030
O -1.141 2.486 -2.788
O -1.101 1.211 -0.972
C 2.642 -0.090 -1.512
C 2.056 -1.536 -1.525
O 2.677 -2.387 -2.157
O 1.028 -1.720 -0.834
H -0.349 1.939 0.404
H 1.722 3.803 0.540
H 0.579 3.519 -0.787
H 2.907 1.788 0.141
H 2.780 2.671 -1.411
H 0.677 0.245 -2.938
H 1.300 1.908 -3.064
H 3.402 -0.096 -0.723
H 3.158 0.118 -2.463
F -4.141 -2.247 -4.922
C -4.286 -2.648 -3.632
C -3.432 -2.135 -2.691
C -3.570 -2.448 -1.346
C -2.543 -1.892 -0.433
O -1.567 -1.333 -0.897
C -2.824 -2.126 0.961
C -3.882 -2.880 1.310
N -4.781 -3.484 0.449
C -5.875 -4.140 1.110
C -7.288 -4.198 0.606
C -6.486 -5.462 0.737
C -4.620 -3.284 -0.905
C -5.402 -3.878 -1.911
C -5.268 -3.567 -3.260
N -6.101 -4.252 -4.192
C -5.803 -4.112 -5.610
C -6.674 -5.125 -6.377
N -7.082 -6.162 -5.400
C -8.083 -5.599 -4.459
C -7.535 -4.237 -3.975
C -1.936 -1.511 2.092
O -2.100 -1.993 3.208
O -1.195 -0.579 1.735
H -2.646 -1.456 -2.980
H -4.044 -3.051 2.367
H -5.784 -3.978 2.177
H -7.503 -3.810 -0.376
H -8.076 -4.010 1.318
H -6.150 -5.969 -0.152
H -6.727 -6.137 1.545
H -6.129 -4.629 -1.660
H -4.741 -4.322 -5.756
H -6.000 -3.106 -6.002
H -6.117 -5.570 -7.202
H -7.574 -4.665 -6.789
H -6.241 -6.370 -4.842
H -7.422 -7.014 -5.850
H -8.219 -6.293 -3.628
H -9.031 -5.477 -4.981
H -7.752 -4.102 -2.918
H -8.015 -3.407 -4.514
N 3.690 -1.124 2.480
C 3.322 0.005 3.165
C 2.114 0.375 2.649
N 1.750 -0.497 1.675
C 2.697 -1.387 1.599
H 4.535 -1.656 2.615
H 3.935 0.424 3.938
H 1.476 1.198 2.904
H 2.709 -2.226 0.934

Properties
Electronic energy (eV): -73942.695

The computed Löwdin charges, all in e, follow: number 1, Ca, carries 1.399; number 2, O, carries -0.093; number 3, C, carries -0.231; number 4, C, carries -0.170; number 5, N, carries -0.262; number 6, C, carries -0.088; number 7, C, carries -0.675; number 8, O, carries 0.014; number 9, O, carries -0.190; number 10, C, carries -0.116; number 11, C, carries -0.705; number 12, O, carries -0.002; number 13, O, carries -0.196; number 14, H, carries 0.027; number 15, H, carries 0.122; number 16, H, carries 0.122; number 17, H, carries 0.114; number 18, H, carries 0.131; number 19, H, carries 0.138; number 20, H, carries 0.134; number 21, H, carries 0.115; number 22, H, carries 0.130; number 23, F, carries 0.050; number 24, C, carries -0.185; number 25, C, carries 0.102; number 26, C, carries -0.022; number 27, C, carries -0.278; number 28, O, carries -0.050; number 29, C, carries 0.004; number 30, C, carries 0.038; number 31, N, carries 0.015; number 32, C, carries -0.226; number 33, C, carries -0.092; number 34, C, carries -0.089; number 35, C, carries -0.101; number 36, C, carries 0.043; number 37, C, carries -0.145; number 38, N, carries -0.113; number 39, C, carries -0.136; number 40, C, carries -0.083; number 41, N, carries 0.038; number 42, C, carries -0.080; number 43, C, carries -0.120; number 44, C, carries -0.629; number 45, O, carries 0.016; number 46, O, carries -0.151; number 47, H, carries 0.149; number 48, H, carries 0.136; number 49, H, carries 0.146; number 50, H, carries 0.076; number 51, H, carries 0.102; number 52, H, carries 0.087; number 53, H, carries 0.101; number 54, H, carries 0.080; number 55, H, carries 0.140; number 56, H, carries 0.138; number 57, H, carries 0.139; number 58, H, carries 0.137; number 59, H, carries 0.191; number 60, H, carries 0.190; number 61, H, carries 0.138; number 62, H, carries 0.135; number 63, H, carries 0.118; number 64, H, carries 0.140; number 65, N, carries 0.063; number 66, C, carries -0.097; number 67, C, carries -0.131; number 68, N, carries -0.013; number 69, C, carries -0.178; number 70, H, carries 0.151; number 71, H, carries 0.101; number 72, H, carries 0.105; number 73, H, carries 0.130



6.
A molecular structure, C30H81F7O14Si2 in a non-equilibrium geometry. Source: the OMol25 dataset; level of theory: ωB97M-V/def2-TZVPD.

CARTESIAN COORDINATES (ANGSTROEM)
C -1.954 4.380 0.162
C -0.490 4.489 -0.205
C -0.156 3.652 -1.438
C 1.356 3.445 -1.580
C 1.779 2.171 -2.320
C 1.191 0.844 -1.795
C 1.276 0.675 -0.276
C 1.137 -0.825 0.073
C -0.298 -1.179 0.478
Si -0.610 -2.913 1.116
C -2.319 -2.970 1.913
C -2.652 -1.869 2.903
F -2.622 -2.412 4.197
C -0.671 -4.108 -0.331
C 0.658 -4.240 -1.095
C 1.502 -5.412 -0.752
F 2.234 -5.908 -1.792
C 1.732 -5.964 0.446
F 2.915 -6.517 0.783
F 0.839 -6.134 1.430
O 0.570 -3.526 2.135
Si 1.001 -2.755 3.534
C 2.816 -3.146 3.849
C 3.673 -2.974 2.613
O 4.554 -4.078 2.482
C 4.504 -1.680 2.656
F 4.717 -1.186 1.400
F 3.884 -0.685 3.345
F 5.713 -1.854 3.229
H -2.198 3.332 0.302
H -2.176 4.886 1.093
H -2.577 4.796 -0.614
H 0.144 4.154 0.594
H -0.261 5.524 -0.438
H -0.534 4.135 -2.329
H -0.668 2.702 -1.337
H 1.851 3.514 -0.625
H 1.734 4.282 -2.160
H 1.530 2.280 -3.367
H 2.856 2.088 -2.232
H 0.153 0.790 -2.081
H 1.744 0.032 -2.245
H 0.488 1.246 0.191
H 2.219 1.073 0.079
H 1.851 -1.057 0.853
H 1.423 -1.347 -0.830
H -0.660 -0.394 1.129
H -0.897 -1.119 -0.428
H -2.528 -3.942 2.337
H -2.987 -2.856 1.063
H -1.944 -1.053 2.918
H -3.661 -1.515 2.752
H -1.448 -3.783 -1.010
H -0.979 -5.065 0.065
H 1.280 -3.358 -0.998
H 0.432 -4.335 -2.150
H 0.769 -1.303 3.381
H 0.228 -3.235 4.692
H 3.182 -2.556 4.674
H 2.854 -4.195 4.104
H 3.092 -2.921 1.700
H 4.726 -4.202 1.553
C 1.058 -1.278 -4.973
O 0.549 -0.009 -4.578
H 1.930 -1.495 -4.361
H 0.313 -2.065 -4.817
H 1.354 -1.275 -6.025
H -0.222 0.178 -5.121
C 1.222 3.640 3.865
O 1.360 3.911 2.472
H 0.251 4.012 4.182
H 1.263 2.563 4.040
H 2.004 4.138 4.443
H 2.214 3.573 2.184
C -3.135 -2.829 -3.890
O -2.345 -1.842 -3.239
H -4.099 -2.880 -3.391
H -3.283 -2.564 -4.939
H -2.649 -3.807 -3.827
H -1.503 -1.807 -3.695
C -4.112 -0.178 -6.199
O -2.737 -0.010 -5.831
H -4.527 -0.980 -5.600
H -4.667 0.739 -6.000
H -4.194 -0.441 -7.258
H -2.393 0.707 -6.368
C -0.849 -7.313 -2.268
O -1.771 -6.535 -3.032
H -0.669 -6.784 -1.339
H -1.261 -8.299 -2.038
H 0.099 -7.426 -2.800
H -1.935 -6.997 -3.855
C -5.551 -0.077 -2.727
O -6.304 0.594 -3.743
H -4.670 -0.509 -3.192
H -5.236 0.628 -1.955
H -6.149 -0.872 -2.273
H -7.077 0.975 -3.323
C -3.890 5.550 -3.340
O -2.524 5.734 -2.982
H -4.288 4.766 -2.700
H -4.470 6.463 -3.181
H -3.990 5.237 -4.383
H -2.162 6.424 -3.540
C 3.407 1.103 -5.593
O 4.193 2.092 -4.931
H 2.433 1.051 -5.100
H 3.254 1.367 -6.645
H 3.888 0.121 -5.535
H 5.045 2.137 -5.368
C 4.530 5.248 6.916
O 3.804 5.045 5.706
H 4.169 6.171 7.360
H 4.365 4.428 7.620
H 5.602 5.344 6.724
H 4.124 4.231 5.312
C -0.197 2.760 7.384
O -0.577 1.838 6.363
H 0.549 3.431 6.964
H -1.059 3.346 7.714
H 0.235 2.233 8.240
H -1.243 1.251 6.726
C -5.906 0.284 3.500
O -6.170 -0.408 2.280
H -5.183 1.066 3.286
H -6.814 0.742 3.901
H -5.484 -0.397 4.244
H -6.807 -1.100 2.465
C 5.758 1.990 2.680
O 4.922 1.999 1.529
H 5.677 2.967 3.150
H 5.431 1.227 3.391
H 6.802 1.811 2.412
H 4.986 1.137 1.108

Properties
Electronic energy (eV): -95862.808

These are the Löwdin partial charges, in e, on atoms 1 to 99: number 1, C, carries -0.102; number 2, C, carries -0.257; number 3, C, carries -0.208; number 4, C, carries -0.196; number 5, C, carries -0.190; number 6, C, carries -0.211; number 7, C, carries -0.178; number 8, C, carries -0.233; number 9, C, carries -0.208; number 10, Si, carries 0.482; number 11, C, carries -0.186; number 12, C, carries -0.237; number 13, F, carries -0.092; number 14, C, carries -0.193; number 15, C, carries -0.152; number 16, C, carries -0.228; number 17, F, carries 0.057; number 18, C, carries -0.269; number 19, F, carries 0.115; number 20, F, carries 0.121; number 21, O, carries -0.327; number 22, Si, carries 0.575; number 23, C, carries -0.200; number 24, C, carries -0.340; number 25, O, carries 0.012; number 26, C, carries -0.534; number 27, F, carries 0.113; number 28, F, carries 0.110; number 29, F, carries 0.148; number 30, H, carries 0.066; number 31, H, carries 0.066; number 32, H, carries 0.045; number 33, H, carries 0.065; number 34, H, carries 0.111; number 35, H, carries 0.096; number 36, H, carries 0.094; number 37, H, carries 0.092; number 38, H, carries 0.109; number 39, H, carries 0.091; number 40, H, carries 0.105; number 41, H, carries 0.097; number 42, H, carries 0.089; number 43, H, carries 0.103; number 44, H, carries 0.104; number 45, H, carries 0.077; number 46, H, carries 0.079; number 47, H, carries 0.072; number 48, H, carries 0.089; number 49, H, carries 0.090; number 50, H, carries 0.083; number 51, H, carries 0.092; number 52, H, carries 0.092; number 53, H, carries 0.078; number 54, H, carries 0.072; number 55, H, carries 0.094; number 56, H, carries 0.114; number 57, H, carries 0.008; number 58, H, carries -0.011; number 59, H, carries 0.083; number 60, H, carries 0.091; number 61, H, carries 0.126; number 62, H, carries 0.096; number 63, C, carries -0.139; number 64, O, carries -0.141; number 65, H, carries 0.081; number 66, H, carries 0.069; number 67, H, carries 0.084; number 68, H, carries 0.071; number 69, C, carries -0.139; number 70, O, carries -0.132; number 71, H, carries 0.081; number 72, H, carries 0.076; number 73, H, carries 0.052; number 74, H, carries 0.067; number 75, C, carries -0.147; number 76, O, carries -0.128; number 77, H, carries 0.079; number 78, H, carries 0.062; number 79, H, carries 0.069; number 80, H, carries 0.038; number 81, C, carries -0.139; number 82, O, carries -0.133; number 83, H, carries 0.057; number 84, H, carries 0.078; number 85, H, carries 0.082; number 86, H, carries 0.071; number 87, C, carries -0.139; number 88, O, carries -0.125; number 89, H, carries 0.053; number 90, H, carries 0.083; number 91, H, carries 0.081; number 92, H, carries 0.070; number 93, C, carries -0.136; number 94, O, carries -0.134; number 95, H, carries 0.048; number 96, H, carries 0.082; number 97, H, carries 0.079; number 98, H, carries 0.068; number 99, C, carries -0.152